8
Properties=species:S:1:pos:R:3:forces:R:3 method="wB97M-V/def2-TZVPD" homo_ev=-7.421 e_above_lowest_ev=4.376 lumo_ev=-0.302 homo_lumo_gap_ev=7.1190 smiles="P[PH2]=C=S" largest_force_ha_per_bohr=0.05209
P -1.11062 -0.37724 0.13497 -1.7118 -1.7266 0.6135
P 0.92001 0.22550 -0.27630 1.3428 -1.7883 0.8228
C 2.81824 0.42588 -0.42701 1.7942 -1.5765 1.2126
S 3.91613 -0.49042 0.28224 -0.3241 0.8722 -0.6786
H -1.09645 -1.65019 -0.60963 0.1937 1.0186 0.5369
H -1.03108 -1.05137 1.45140 0.3033 0.6283 -1.0934
H 0.95078 1.48484 0.10585 -0.8152 2.3374 0.3295
H 0.94825 0.12372 -1.60722 -0.7829 0.2350 -1.7433


6
Properties=species:S:1:pos:R:3:forces:R:3 method="wB97M-V/def2-TZVPD" homo_ev=-9.091 e_above_lowest_ev=0.014 lumo_ev=1.067 homo_lumo_gap_ev=10.1584 smiles=CS largest_force_ha_per_bohr=0.02230
C 0.37074 -0.34506 -0.07987 -0.2137 0.5321 0.9933
S -0.81826 0.66569 0.89391 0.2409 -0.1890 -0.1998
H -0.17174 -1.07265 -0.65557 0.0446 -0.2450 -0.3394
H 0.99682 0.31384 -0.65947 0.0742 0.0084 -0.3920
H 1.00862 -0.83133 0.65854 -0.1218 -0.1127 -0.0866
H -1.38618 1.26951 -0.15755 -0.0242 0.0063 0.0246


7
Properties=species:S:1:pos:R:3:forces:R:3 method="wB97M-V/def2-TZVPD" homo_ev=-9.554 e_above_lowest_ev=3.979 lumo_ev=-3.377 homo_lumo_gap_ev=6.1761 largest_force_ha_per_bohr=0.04237
C -0.36754 0.49289 -0.35991 -1.1937 -1.8219 -0.0391
S -1.26345 -0.69607 0.74246 0.3733 0.5725 -0.1632
S 2.29926 -0.51160 0.18877 -0.5088 0.3213 -0.1601
H 0.71097 0.41208 -0.11778 0.8245 0.5274 0.4250
H -0.80653 1.47561 -0.25585 0.5611 0.2819 0.0681
H -0.44126 0.09506 -1.36472 0.0496 0.3161 -0.1997
H -0.13144 -1.26798 1.16704 -0.1061 -0.1973 0.0690